[1]
Here is one molecule with the formula C17H15NO3 in a non-equilibrium geometry from the Open Molecules 2025 dataset. Energies are from ωB97M-V/def2-TZVPD.

Output
Total charge: 0
Largest force on an atom (eV/Å): 4.13
2S+1: 1
LUMO energy (eV): 0.70
Structure (SMILES): CC(=O)NCC1=C(c2ccccc2)Oc2ccccc2O1

Cartesian coordinates (Å):
C1 -0.739024 -0.584754 0.376896
H1 0.389671 -1.207067 -1.949946
C2 -0.680931 -1.893020 -0.265000
C3 -0.625665 -4.392758 -1.439466
C4 -0.083528 -2.056142 -1.509492
O1 -2.022806 -0.206976 0.684911
H2 -4.565200 3.162471 2.364304
C5 -2.448819 3.533756 2.454570
C6 -1.326249 -4.236609 -0.214258
H3 -1.805044 -2.823921 1.294873
H4 4.168753 2.655558 -1.509056
H5 -0.308197 3.696007 2.370628
C7 -3.560106 2.790757 2.160757
H6 -0.546225 -5.373785 -1.898330
C8 -1.009539 1.841387 1.539608
C9 0.381968 0.246133 0.568870
H7 0.461311 -3.410189 -3.092767
C10 4.143292 1.820620 -2.213852
C11 3.419732 0.639786 -1.577300
H8 1.880093 -1.077799 -0.206977
C12 -0.076077 -3.306764 -2.147995
H9 -4.263818 0.874256 1.378491
H10 3.628487 2.188845 -3.147862
H11 -1.842695 -5.064281 0.263116
C13 -2.133826 1.016812 1.290365
C14 -3.413869 1.504087 1.593139
H12 5.168073 1.511415 -2.439623
H13 -2.557083 4.519880 2.930338
C15 -1.337704 -2.963398 0.335357
H14 2.251942 1.880559 -0.388253
O2 3.650468 -0.520540 -1.905059
C16 1.826678 -0.104906 0.253611
H15 2.325106 -0.148411 1.246914
N1 2.550622 0.920717 -0.527441
C17 -1.170345 3.094093 2.136899
O3 0.270552 1.474181 1.189033

Atomic forces in eV per Å
3.3990 2.3400 0.0325
0.1849 0.4039 -0.4367
-0.2833 -0.4015 -0.4456
-0.4471 0.0147 -0.3691
-0.2056 -0.8183 -0.0955
-0.0052 0.0215 0.4299
0.3374 -0.0931 0.0179
0.3295 1.2030 0.3725
0.9340 0.6428 -1.3710
-0.2281 0.1845 0.1659
0.0746 0.0087 -0.1210
0.1913 0.0056 -0.0909
-0.6105 -1.3484 -0.3998
-0.1372 0.0106 0.1177
-0.6460 0.3256 0.1194
-2.3886 -2.1601 -0.8421
-0.3435 -0.1961 0.2956
-0.7041 0.4066 -0.2610
-0.3276 -1.1171 0.5670
0.2234 -0.0670 -0.2430
0.1393 0.1201 1.5452
-0.0762 -0.0079 -0.0513
0.5210 -0.6065 0.9081
0.2520 0.0941 -0.0791
-0.1798 1.4047 0.3335
0.9589 0.4607 0.1574
-0.3129 0.0390 -0.0861
0.0195 -0.5183 -0.2756
0.0049 -0.5640 0.3389
0.2268 -0.3140 0.0334
-0.1827 0.9215 0.1260
-0.0291 0.7738 1.1000
-0.1114 -0.2063 -0.4788
-0.2779 0.1079 -0.7611
-0.3182 -1.0310 -0.2207
0.0183 -0.0396 -0.0324


[2]
Here is C17H16BF3N3O10S as an isolated structure in a non-equilibrium geometry from the Open Molecules 2025 dataset. Energies are from ωB97M-V/def2-TZVPD.

Output
Total charge: -1
Largest force on an atom (eV/Å): 5.05
2S+1: 1
LUMO energy (eV): 2.31

Cartesian coordinates (Å):
O1 0.016423 4.167863 1.361172
H1 2.778715 1.510496 0.854232
C1 -2.421308 -1.731745 -0.485308
C2 2.486294 -0.164957 2.272862
O2 0.217889 -1.178747 2.080770
C3 1.965628 1.088316 1.476140
O3 0.907958 0.602786 0.626478
H2 -0.432922 -4.890754 -2.155619
H3 3.224014 0.974000 3.927564
H4 3.933290 -0.660798 3.755432
O4 -0.555059 0.798014 -3.983014
S1 0.139504 1.554383 -2.962297
C4 -1.902282 -3.036010 -0.742823
H5 3.403135 -2.114394 1.672800
H6 3.752011 -0.757955 0.541506
N1 -3.771112 1.984098 1.562135
F1 1.778009 -0.579138 -2.503806
B1 0.921534 -0.778779 0.949064
H7 1.538324 -1.646571 3.633451
C5 -2.743972 1.898105 0.649481
F2 2.650367 1.343847 -1.912468
H8 -1.167996 -4.267553 -3.600902
C6 -3.026706 0.917138 -0.331209
N2 -4.284903 0.425757 -0.094198
F3 2.459464 0.836091 -4.040523
C7 -0.960037 1.470789 -1.494395
O5 -1.678165 3.790587 2.709839
C8 1.878465 0.719854 -2.826354
O6 1.860375 -1.617018 0.360620
O7 0.576867 2.913018 -3.187593
C9 1.232157 -0.775407 3.036968
H9 4.413584 0.664561 2.644637
C10 -1.565550 2.708510 0.604436
C11 -2.273068 -0.954813 -1.655061
C12 2.982112 -1.219236 1.185920
H10 -2.826186 0.904795 -2.486242
N3 -1.083601 3.604032 1.626135
H11 0.784903 -0.011163 3.692327
C13 -0.579623 -3.980928 -2.733841
H12 -2.706586 -1.349238 0.502629
O8 -1.509862 -1.713768 -2.544404
C14 -0.798510 2.481286 -0.583537
C15 -1.329793 -2.982226 -1.992612
C16 3.587809 0.225551 3.214774
C17 -2.272111 0.520163 -1.583674
H13 0.403002 -3.627073 -3.036679
H14 -1.799933 -3.833649 -0.010808
H15 -0.015665 3.228194 -0.692340
O9 -4.718868 1.121343 1.089248
H16 1.551509 1.855474 2.150495
O10 -5.019522 -0.437134 -0.541407

Atomic forces in eV per Å
-1.1252 -0.3930 0.5788
-0.3202 -0.0870 0.2888
0.1795 0.6922 -1.1890
-0.4894 0.0965 -0.5416
0.5682 -0.1118 -0.0915
0.0876 -0.5936 0.1715
0.4203 -1.0333 0.2217
-0.0965 0.1177 0.2654
0.1261 -0.1421 -0.0371
0.1605 0.2021 0.0691
0.6702 0.2124 0.1840
-1.4876 0.1418 0.8024
0.7002 0.7182 -0.5697
-0.1580 0.2658 -0.0619
-0.2206 -0.0885 0.2884
2.0080 -0.4015 -2.5793
0.2205 0.6319 -0.2305
-1.1849 0.7225 -0.9558
-0.0345 0.1410 -0.1485
-2.0562 0.6565 2.7894
-0.3937 -0.4359 -0.6071
0.2036 -0.0969 -0.4579
-2.3124 -0.8542 -0.8933
2.0027 2.0660 1.3688
-0.2949 -0.1498 0.8539
0.3133 -0.5664 -1.3221
0.4240 -0.5758 -1.6843
-0.7787 -0.0078 0.3658
0.0469 0.1970 0.4442
-0.0688 -0.3273 0.0696
0.3614 0.3671 -0.0002
0.0018 -0.0978 0.1906
0.3618 -0.1671 -0.3150
2.5012 -2.8716 3.3193
0.0936 0.3961 0.4025
0.3237 -0.1418 0.7491
0.4354 -0.1554 -0.6722
0.2844 -0.1645 -0.1075
0.1486 -0.5534 -0.7662
-0.2023 -0.3773 -0.7308
-0.7057 -0.6081 0.3935
0.1047 0.2511 0.9083
-1.0202 1.7258 1.5528
0.0896 -0.0736 0.1497
0.2480 2.4974 -1.0148
0.0105 0.1341 -0.1824
-0.1416 0.0965 -0.4039
0.2384 -0.4545 -0.2907
-0.5738 -0.9790 -0.1802
0.2397 -0.1706 -0.1746
0.0904 0.3500 -0.2196


[3]
Here is C17H16CaN6O2S6 as an isolated structure in a non-equilibrium geometry from the Open Molecules 2025 dataset. Energies are from ωB97M-V/def2-TZVPD.

Output
Total charge: 0
Largest force on an atom (eV/Å): 1.19
2S+1: 1
LUMO energy (eV): -0.18

Cartesian coordinates (Å):
N1 1.204524 -2.562146 -0.961467
H1 0.585763 -5.690540 -1.984124
H2 2.578888 5.340801 -0.410288
H3 1.265187 -0.734844 2.613373
H4 -0.426092 2.676192 -1.907806
S1 -3.135193 0.979588 -3.104455
H5 1.001344 0.839789 2.842423
H6 2.715131 -6.092880 -0.742178
C1 2.748533 3.263981 0.107972
O1 3.934918 -1.831964 1.188192
C2 2.917272 -4.028013 -0.190598
C3 2.179240 2.010939 -0.059564
N2 0.599434 0.015184 2.395706
O2 3.426868 0.994757 1.677181
H7 -0.332909 -3.379998 -2.043172
N3 -2.329367 -1.786752 3.387698
C4 3.055799 -1.580770 0.393785
N4 2.597074 -0.365007 -0.033424
S2 -2.443699 -0.335179 0.096264
H8 0.502338 4.971088 -1.757759
C5 0.493588 2.873054 -1.355912
C6 2.345983 -2.768795 -0.296854
N5 -0.585950 -0.320986 3.114261
H9 -2.762044 -2.646596 3.095660
C7 2.156429 4.351970 -0.514763
H10 -5.488745 0.843113 -2.546439
H11 -4.550651 -0.503016 -1.840739
S3 -2.982184 3.606790 -1.689730
Ca1 0.334757 -0.440196 -0.171278
S4 -0.221009 -2.750175 2.108594
C8 -2.606653 1.332647 -0.400749
H12 3.831346 -4.134596 0.372671
H13 -4.924704 -0.486326 -3.571936
N6 1.059153 1.824093 -0.766539
C9 2.292069 -5.099745 -0.803696
S5 -2.379409 2.501615 0.876118
H14 -2.947094 -1.016807 3.590401
C10 -2.878352 1.859256 -1.609284
S6 -2.431198 5.464589 0.587661
C11 1.112651 -4.884858 -1.493980
C12 0.601927 -3.596020 -1.536909
H15 3.632670 3.357033 0.720067
C13 -1.096491 -1.559722 2.897146
C14 -2.576551 3.954618 -0.047045
C15 1.009715 4.155663 -1.266445
C16 2.841108 0.797402 0.630240
H16 -1.245960 0.448051 3.124207
C17 -4.679439 0.133711 -2.712482

Atomic forces in eV per Å
0.1659 0.1940 0.0799
-0.0032 -0.0120 -0.0055
0.0328 0.0539 0.0098
-0.0611 0.1072 -0.0628
0.2812 0.0688 0.1165
0.0499 -0.0214 0.0365
-0.1178 -0.0371 -0.0575
0.0326 -0.0227 0.0140
-0.0867 0.0012 -0.0533
0.0970 -0.0364 0.1125
-0.0185 0.0728 0.0122
0.3763 -0.1158 0.2507
0.3064 0.0308 0.0355
0.1059 0.0197 0.1775
0.0210 -0.0584 -0.0030
0.0191 0.0463 -0.0105
0.1002 -0.1156 -0.1881
-0.0298 -0.0717 -0.0214
-0.0575 0.1072 -0.1862
-0.0250 0.0670 -0.0295
-0.3207 0.1783 -0.1476
0.4178 0.0998 0.1091
-0.1486 0.0122 0.0444
0.0136 0.0203 0.0107
0.0141 -0.0840 0.0338
0.0756 0.0381 -0.0161
0.0540 0.0046 0.0261
-0.0585 0.1671 -0.0167
-1.1823 -0.1229 0.0247
0.0413 0.0461 -0.0323
0.1766 -0.4037 0.2907
0.0363 0.0174 0.0309
0.0155 -0.0127 -0.0662
0.1837 -0.2953 0.0540
0.0377 -0.0004 0.0238
0.0185 0.1159 0.0080
0.0256 0.0144 0.0215
-0.0733 0.0891 -0.1232
0.0294 -0.1792 -0.1313
-0.1587 0.1894 -0.0625
-0.1320 -0.2723 -0.1078
0.0333 -0.0028 0.0195
-0.0193 0.0310 -0.0973
-0.0622 0.2206 0.1104
-0.0629 -0.1643 0.0098
0.0120 0.1946 -0.2554
0.0309 -0.1037 -0.0186
-0.1857 -0.0757 0.0303


Here are the calculated energy relative to the best compared isomer or geometry (same formula, charge and spin) numbers, same order: 210.5, 8.3, 78.7 (kJ/mol).